Entry 1:
Here is C18H25F6N4O2PPtS as an isolated structure at a distorted geometry from the Open Molecules 2025 dataset. Energies are from wB97M-V/def2-TZVPD.

The geometry in XYZ format:
```
58
Properties=species:S:1:pos:R:3:forces:R:3
Pt -0.73914 -0.27521 0.66261 0.48 0.08 -1.05
C 7.18949 -1.36443 0.16722 0.01 0.03 0.06
C 5.87075 -0.76411 0.02799 -0.20 0.02 -0.04
C 5.56032 0.10660 -1.07729 0.16 -0.12 0.13
C 4.30387 0.60354 -1.22654 -0.18 -0.07 0.20
C 3.31688 0.26312 -0.26094 0.08 0.01 -0.02
C 3.58459 -0.53182 0.86926 -0.01 0.09 -0.15
C 4.84495 -1.03458 1.01514 0.21 -0.01 -0.10
S 1.69151 1.00096 -0.45816 0.24 0.37 0.50
O 1.13277 1.18589 0.87812 0.02 0.13 -0.11
O 1.84681 2.12019 -1.32049 -0.11 -0.13 -0.16
N 0.67694 -0.17490 -1.00918 -0.01 0.32 -0.35
C 0.50717 -0.49229 -2.31427 -0.32 -0.26 0.74
C 1.25260 0.06501 -3.41233 -0.10 -0.25 -0.04
C 0.98728 -0.40063 -4.67872 -0.06 -0.03 0.18
C 0.01011 -1.37884 -4.82814 -0.05 -0.11 0.04
C -0.70836 -1.84592 -3.67415 0.05 -0.02 0.05
N -0.49001 -1.42035 -2.45955 0.22 0.34 -0.67
H 7.79443 -1.31686 -0.73389 0.01 0.01 -0.01
H 7.13584 -2.37837 0.57353 0.01 -0.01 0.01
H 7.71614 -0.78839 0.95673 0.01 -0.01 -0.01
H 6.34682 0.35700 -1.77787 -0.01 -0.02 -0.02
H 4.06162 1.27283 -2.03980 -0.01 0.03 0.01
H 2.81505 -0.73205 1.59953 0.00 0.01 -0.01
H 5.09978 -1.65125 1.86862 -0.01 0.00 -0.01
H 1.97875 0.84581 -3.26022 0.02 0.04 0.10
H 1.52105 -0.00948 -5.53364 0.00 -0.01 -0.02
H -0.22523 -1.78772 -5.80242 -0.03 -0.01 0.02
H -1.47853 -2.59944 -3.79565 -0.02 0.02 -0.03
C -4.07573 3.93080 1.81786 -0.03 -0.04 0.02
C -4.75656 2.64399 1.34376 -0.01 -0.18 -0.11
N -3.74752 1.57086 1.16812 0.02 0.21 0.07
C -3.29825 1.31898 -0.21394 -0.08 0.01 0.16
C -3.89607 0.02377 -0.76974 0.00 0.05 -0.07
C -3.26672 0.89351 2.21623 0.07 -0.12 -0.30
C -3.82580 0.99978 3.60050 0.05 -0.01 -0.05
N -2.23102 0.06840 2.01994 0.19 -0.15 0.59
H -4.84619 4.69789 1.88925 0.02 0.01 0.02
H -3.31913 4.26954 1.11109 -0.01 -0.01 -0.01
H -3.62308 3.80305 2.80065 -0.01 0.03 -0.01
H -5.23602 2.78052 0.37802 0.00 0.00 -0.01
H -5.51320 2.30371 2.04536 -0.01 0.01 0.03
H -2.19694 1.35001 -0.22777 0.00 -0.09 -0.04
H -3.62543 2.17043 -0.80497 0.02 0.05 0.03
H -3.48609 -0.87128 -0.30431 0.01 0.00 0.04
H -3.69144 -0.00905 -1.83927 0.01 -0.04 0.02
H -4.97779 0.01655 -0.63844 0.00 0.03 -0.03
H -4.78252 1.50413 3.65246 0.00 0.01 0.01
H -3.11213 1.53472 4.23117 -0.02 0.00 0.02
H -3.94441 -0.00813 4.00309 0.00 0.02 0.02
H -2.05896 -0.48149 2.86693 0.04 -0.10 -0.08
F -1.08966 -2.31535 2.45543 0.05 -0.01 -0.05
P -0.01117 -3.17272 1.56773 -0.15 -0.72 0.29
F 0.79869 -3.51753 2.85631 0.05 0.10 -0.09
F -0.78097 -2.53139 0.19802 -0.60 -0.05 0.08
F 1.06699 -3.78589 0.60290 0.08 0.12 -0.04
F -0.94100 -4.41738 1.56404 0.11 0.09 -0.09
F 0.86388 -1.64479 1.45410 -0.23 0.35 0.31
```
Positions in Å, forces in eV/Å.

Results
charge: +3
2S+1: 6
Kohn-Sham gap (spin up / spin down): 9.142 / 6.422 eV
⟨S²⟩: 8.839
LUMO (spin up / spin down): -9.16 / -12.89 eV
energy above the lowest of the compared OMol25 structures with the same formula, charge and spin: 0.357 eV
E_HOMO (spin up / spin down): -18.3050 / -19.3105 eV

These are the Löwdin partial charges, in e, on atoms 1 to 5: number 1, Pt, carries 1.399; number 2, C, carries 0.029; number 3, C, carries -0.114; number 4, C, carries 0.067; number 5, C, carries 0.011


Entry 2:
Here is an isolated ion of composition C18H25N4O4 and charge +1 from the Open Molecules 2025 dataset. Energies are from wB97M-V/def2-TZVPD.

The geometry in XYZ format:
```
51
Properties=species:S:1:pos:R:3:forces:R:3
C -0.75887 -2.80594 -1.19378 0.23 -0.20 -0.07
O -1.82885 -1.93559 -0.88196 -0.31 0.26 0.12
C -3.08416 -2.37642 -1.38637 -0.28 0.03 -0.18
C -4.09456 -1.23004 -1.40182 0.39 -0.20 0.24
C -4.43212 -0.65229 -0.02512 -0.39 -0.55 -0.22
N -3.48156 0.38351 0.35325 -0.07 0.44 -0.75
C -3.40268 0.91643 1.70648 0.13 -0.01 0.59
C -2.27125 0.11340 1.16756 0.34 0.34 0.10
O -2.16344 -1.16161 1.64514 -0.24 -0.29 0.24
C -1.02119 0.76623 0.65932 -0.13 -0.22 -0.02
C 0.19500 0.55139 1.30800 -0.70 0.17 -0.29
N 0.26478 -0.20098 2.41407 0.32 0.03 0.24
N 1.32074 1.13632 0.82086 0.08 0.09 0.22
C 2.66020 0.89679 1.37014 0.40 -0.09 -0.08
C 3.35569 -0.21497 0.61971 0.07 0.04 0.03
C 4.46271 0.07598 -0.16648 -0.06 0.00 0.10
C 5.10195 -0.92635 -0.87522 0.05 -0.04 -0.03
C 4.63489 -2.22798 -0.81384 0.03 0.00 -0.04
C 3.52522 -2.52388 -0.04062 -0.08 -0.07 0.02
C 2.88845 -1.52356 0.67321 0.03 0.00 0.01
C 1.31567 1.96111 -0.30731 -0.30 -0.08 0.12
O 2.32333 2.46607 -0.72450 0.25 0.09 -0.10
N 0.09257 2.17063 -0.90246 -0.02 0.13 -0.18
C 0.10330 3.04551 -2.06559 0.00 0.29 -0.37
C -1.08331 1.60474 -0.48901 0.14 -0.30 0.36
O -2.13320 1.84777 -1.12231 -0.02 0.11 -0.14
H -0.64942 -2.91530 -2.27562 -0.01 0.02 0.02
H 0.14347 -2.35293 -0.78625 0.04 -0.05 -0.02
H -0.91181 -3.79482 -0.74974 0.02 0.01 -0.01
H -3.45522 -3.20967 -0.77217 0.03 0.04 -0.07
H -2.95395 -2.74102 -2.41170 0.02 -0.01 0.09
H -5.00899 -1.61712 -1.85046 -0.03 0.03 -0.01
H -3.71863 -0.43049 -2.04271 -0.06 -0.01 -0.11
H -4.43528 -1.43743 0.73726 -0.06 0.15 -0.02
H -5.42071 -0.18737 -0.05256 0.12 0.00 0.10
H -3.16770 1.08141 -0.43936 -0.03 -0.17 0.44
H -3.32090 1.99010 1.79050 0.07 0.04 -0.11
H -4.04391 0.43960 2.43490 -0.07 -0.11 -0.09
H -1.92543 -1.72767 0.87376 0.07 0.21 -0.07
H -0.56477 -0.67824 2.73143 0.11 -0.03 -0.07
H 1.13777 -0.38644 2.87437 -0.10 0.02 -0.02
H 3.21991 1.82451 1.23128 -0.13 -0.17 0.18
H 2.59856 0.69629 2.44036 -0.04 0.10 -0.08
H 4.82006 1.09204 -0.22714 0.03 0.14 -0.01
H 5.96455 -0.68849 -1.47776 0.08 0.02 -0.06
H 5.13235 -3.01034 -1.36556 0.06 -0.07 -0.05
H 3.15636 -3.53736 0.01251 -0.01 -0.10 0.01
H 2.02669 -1.77611 1.27575 -0.06 -0.03 0.05
H -0.92012 3.17074 -2.40748 0.14 -0.01 0.04
H 0.71455 2.60322 -2.85115 -0.03 0.04 0.02
H 0.53449 4.00660 -1.79018 -0.02 -0.05 -0.03
```
Positions in Å, forces in eV/Å.

Results
charge: +1
Kohn-Sham gap: 9.789 eV
LUMO: -2.05 eV
E_HOMO: -11.8405 eV
SMILES string: COCCC[N@H+]1C[C@]1(O)c1c(N)n(Cc2ccccc2)c(=O)n(C)c1=O

These are the Löwdin partial charges, in e, on atoms 1 to 5: number 1, C, carries -0.062; number 2, O, carries -0.234; number 3, C, carries -0.194; number 4, C, carries -0.113; number 5, C, carries -0.103


Entry 3:
Here is a 2-piece molecular cluster, C18H25N5O3 overall at a distorted geometry from the Open Molecules 2025 dataset. Energies are from wB97M-V/def2-TZVPD.

The geometry in XYZ format:
```
51
Properties=species:S:1:pos:R:3:forces:R:3
C 3.96715 -6.18979 1.05579 -0.02 0.51 0.16
N 3.36884 -5.12462 0.25339 -0.25 -0.71 -0.88
C 3.17301 -3.87081 0.68659 0.24 0.43 0.97
O 3.53654 -3.50950 1.80069 -0.31 0.02 -0.49
C 2.51883 -2.85211 -0.27275 -0.55 0.16 -0.48
C 1.38760 -2.04041 0.39202 -0.14 0.04 0.15
C 0.74140 -1.00296 -0.54337 0.25 -0.30 0.33
C -0.33440 -0.17565 0.15116 0.44 -1.60 1.07
N -0.69954 0.95743 -0.39910 -0.22 1.39 -1.02
O -0.87229 -0.52391 1.18528 0.04 -0.75 0.53
N 2.12645 -3.38183 -1.59565 1.30 1.05 1.25
C 1.20554 -4.28993 -1.92674 -1.11 -1.20 -0.57
C 0.20384 -4.81887 -0.91838 0.28 0.15 0.02
O 1.16717 -4.70035 -3.07376 -0.08 -0.09 -0.48
H 3.93596 -7.13575 0.51309 -0.07 0.23 -0.06
H 5.00429 -5.93876 1.28595 -0.06 -0.09 0.06
H 3.41978 -6.29678 1.99481 0.10 0.00 -0.05
H 3.07292 -5.34743 -0.68472 0.12 0.02 0.12
H 3.31346 -2.13251 -0.47031 0.15 -0.06 -0.15
H 0.62195 -2.71593 0.77071 -0.04 0.10 0.11
H 1.80453 -1.51060 1.25010 -0.02 -0.22 0.04
H 1.51645 -0.33180 -0.91419 0.04 0.08 -0.23
H 0.27859 -1.49850 -1.39609 0.01 0.03 -0.18
H -0.24214 1.31836 -1.21106 -0.01 0.32 -0.11
H -1.38114 1.48879 0.12743 0.16 0.11 -0.37
H 2.68302 -3.07748 -2.37933 0.00 -0.15 -0.04
H 0.68822 -5.09365 0.01412 -0.09 0.09 0.23
H -0.54997 -4.05632 -0.73204 -0.05 0.04 0.15
H -0.28367 -5.69774 -1.33839 0.13 0.15 -0.08
C -1.19380 6.64950 0.62482 0.13 0.00 -0.22
C -1.16839 5.76166 -0.58315 -0.59 -1.12 0.08
N -0.69113 6.16761 -1.73632 -0.21 -0.55 -0.80
N -0.90635 5.13800 -2.60161 -0.46 -1.10 -0.12
C -1.53377 4.05883 -2.00123 0.61 1.09 -0.17
C -1.70446 4.40762 -0.69409 0.26 0.98 0.39
C -2.29664 3.56988 0.35399 -0.22 -0.04 0.34
C -1.78698 3.59250 1.66131 -0.31 -0.32 0.21
C -2.31788 2.75951 2.65072 -0.19 -0.02 -0.44
C -3.36655 1.89041 2.34191 0.08 0.14 -0.18
C -3.88316 1.85509 1.04406 0.35 0.30 0.08
C -3.35006 2.69049 0.05559 -0.17 -0.09 0.55
H -2.08207 6.44798 1.22968 0.15 -0.01 -0.05
H -0.30236 6.47659 1.23375 -0.12 0.10 0.08
H -1.20825 7.69989 0.32029 0.06 -0.19 0.02
H -0.66302 5.17792 -3.59340 -0.02 0.38 0.88
H -1.82008 3.12271 -2.47139 0.26 0.41 -0.28
H -0.95504 4.23988 1.91627 -0.07 -0.03 -0.13
H -1.90732 2.77527 3.65634 -0.03 0.02 -0.17
H -3.77269 1.23552 3.10778 0.07 0.09 -0.14
H -4.69774 1.17667 0.80623 0.14 0.11 -0.01
H -3.76470 2.65590 -0.94674 0.06 0.08 0.06
```
Positions in Å, forces in eV/Å.

Results
charge: 0
Kohn-Sham gap: 9.055 eV
LUMO: 0.43 eV
energy above the lowest of the compared OMol25 structures with the same formula, charge and spin: 1.097 eV
E_HOMO: -8.6214 eV
SMILES string: CNC(=O)[C@H](CCC(N)=O)NC(C)=O.Cc1n[nH]cc1-c1ccccc1

These are the Löwdin partial charges, in e, on atoms 1 to 5: number 1, C, carries -0.050; number 2, N, carries 0.020; number 3, C, carries -0.464; number 4, O, carries 0.059; number 5, C, carries -0.194


Entry 4:
Here is one molecule with the formula C18H25N5OS at a distorted geometry from the Open Molecules 2025 dataset. Energies are from wB97M-V/def2-TZVPD.

The geometry in XYZ format:
```
50
Properties=species:S:1:pos:R:3:forces:R:3
C -1.88657 -2.71285 -1.62947 -0.18 0.14 0.11
C -2.83843 -2.45114 -0.46965 0.21 -0.05 0.01
C -2.09945 -2.18088 0.84345 -0.66 -0.54 -0.10
N -1.39916 -0.92262 0.83605 0.37 0.74 -0.07
C -0.05132 -0.73953 0.96620 0.10 -0.56 0.31
S 1.10375 -2.02679 1.22920 0.18 0.14 -0.06
C 1.71225 -2.20877 -0.49380 -0.34 -0.14 0.15
C 1.65817 -0.89021 -1.25387 0.16 -0.46 -0.14
O 0.75466 -0.72066 -2.05892 -0.25 0.00 -0.11
N 2.62602 0.00780 -1.03576 0.22 0.11 -0.22
C 2.59787 1.26676 -1.75754 -0.37 0.32 -0.19
C 2.39153 2.43087 -0.79320 0.21 0.00 -0.09
C 3.48429 2.42204 0.27047 -0.36 -0.14 0.08
C 3.47391 1.07954 0.99987 0.34 0.00 0.06
C 4.56217 1.00353 2.06428 -0.24 -0.02 -0.23
C 3.65544 -0.04909 -0.02449 0.03 0.04 0.45
N 0.25517 0.52286 0.87086 0.65 -0.34 0.23
N -0.86991 1.19742 0.64623 -0.84 0.66 -0.17
C -1.86770 0.34565 0.62910 0.29 -0.22 0.08
C -3.24617 0.75299 0.41497 -0.58 0.14 -0.01
C -4.31498 0.27885 1.17168 0.09 0.14 -0.16
C -5.58656 0.75348 0.90009 0.05 -0.01 -0.02
C -5.74105 1.69071 -0.11059 -0.19 -0.15 0.21
N -4.73016 2.16066 -0.82242 -0.18 0.39 -0.36
C -3.51982 1.71027 -0.56706 0.35 -0.31 0.21
H -1.20948 -1.87529 -1.78691 0.10 0.00 -0.04
H -1.29907 -3.61036 -1.44152 0.11 -0.09 -0.02
H -2.44955 -2.86362 -2.54682 -0.01 -0.05 -0.12
H -3.48113 -1.60091 -0.70616 -0.07 -0.10 0.04
H -3.47968 -3.32179 -0.31580 -0.08 0.06 0.05
H -2.80309 -2.19276 1.68183 0.14 -0.03 -0.05
H -1.35020 -2.95937 1.01992 -0.14 0.14 0.02
H 1.05296 -2.91250 -1.00294 0.16 0.16 -0.08
H 2.71302 -2.62977 -0.42662 0.03 0.00 0.03
H 1.78697 1.21327 -2.48468 0.18 0.00 0.04
H 3.55180 1.37736 -2.28746 -0.02 0.00 -0.01
H 2.40424 3.36712 -1.35252 -0.04 0.03 -0.04
H 1.41961 2.32281 -0.31169 -0.02 0.07 -0.07
H 3.31670 3.23051 0.98320 0.08 0.06 0.05
H 4.46163 2.57950 -0.19570 0.11 0.04 0.00
H 2.49279 0.95272 1.46638 0.12 -0.02 -0.08
H 4.52323 0.05067 2.58733 0.05 -0.12 0.11
H 5.54796 1.11034 1.61455 0.17 0.02 -0.02
H 4.43055 1.79920 2.79289 0.04 0.08 0.11
H 3.64324 -1.00681 0.49183 0.02 0.00 -0.07
H 4.62837 0.06361 -0.52162 0.02 -0.04 0.06
H -4.15838 -0.42910 1.97271 0.03 -0.06 0.04
H -6.43692 0.40879 1.46773 -0.08 0.00 0.03
H -6.71489 2.09044 -0.36003 -0.12 -0.03 0.05
H -2.71461 2.11505 -1.16357 0.14 -0.02 -0.02
```
Positions in Å, forces in eV/Å.

Results
charge: 0
Kohn-Sham gap: 9.388 eV
LUMO: 0.50 eV
energy above the lowest of the compared OMol25 structures with the same formula, charge and spin: 0.052 eV
E_HOMO: -8.8904 eV
SMILES string: CCCn1c(SCC(=O)N2CCC[C@H](C)C2)nnc1-c1cccnc1

These are the Löwdin partial charges, in e, on atoms 1 to 5: number 1, C, carries -0.087; number 2, C, carries -0.215; number 3, C, carries -0.155; number 4, N, carries 0.017; number 5, C, carries -0.618